This record from the Open Molecules 2025 dataset describes a single C3H7NOS molecule in a non-equilibrium geometry. The level of theory is the ωB97M-V functional and the def2-TZVPD basis.

Geometry (Å):
C 0.53725 0.43887 2.82409
N 0.05136 -0.18224 1.86092
O -0.18002 0.62575 0.73674
C -0.82902 -0.36782 -0.27431
S -1.34443 0.33559 -1.70874
C 0.29223 -0.02262 -2.40115
H 0.59889 1.50462 2.80015
H 0.87860 -0.07298 3.79425
H -0.26151 -1.24447 -0.28725
H -1.70525 -0.72838 0.42634
H 0.48327 -1.06875 -2.22764
H 0.40009 0.10015 -3.62835
H 1.07855 0.68228 -1.91504

Output
- structure (SMILES) = C=NOCSC
- electronic energy (a.u.) = -646.55586
- charge = 0
- energy relative to the best compared isomer or geometry (same formula, charge and spin) (eV) = 4.248
- LUMO level (eV) = 0.913